Entry from OMol25: 2 unconnected molecules or ions with the total composition C6H8N2S at a distorted geometry (wB97M-V/def2-TZVPD).

Values from the calculation:
Structure (SMILES): C/C(C#N)=C\N.C=C=S
HOMO energy: -0.2991 Eh
Energy above the lowest of the compared OMol25 structures with the same formula, charge and spin: 68.4 kcal per mole

Geometry (Å):
C 0.913 1.603 1.104
C -2.101 0.943 -1.086
C -2.615 0.115 -0.238
C 0.284 -0.737 0.876
C 1.107 0.344 0.641
C 1.866 0.149 -0.620
N 0.815 2.676 1.515
N 0.302 -1.875 0.294
S -3.247 -0.723 0.872
H -1.647 1.711 -0.532
H -2.374 0.963 -2.088
H -0.368 -0.692 1.691
H 2.666 0.861 -0.701
H 1.127 0.226 -1.473
H 2.541 -0.751 -0.600
H -0.362 -2.584 0.667
H 1.093 -2.229 -0.327


Entry from OMol25: 2 unconnected molecules or ions with the total composition C4H13N2O at a distorted geometry (wB97M-V/def2-TZVPD).

Values from the calculation:
HOMO energy: -0.5139 Eh
Energy above the lowest of the compared OMol25 structures with the same formula, charge and spin: 38.1 kcal per mole
Total charge: +1

Geometry (Å):
C -1.675 -0.618 -1.258
C -0.310 -1.318 -1.210
C 0.716 -0.638 -0.352
C 1.535 -1.227 0.493
N 0.726 0.842 -0.442
N -1.759 0.407 -0.204
H -1.804 -0.094 -2.217
H -2.486 -1.347 -1.177
H 0.071 -1.441 -2.227
H -0.407 -2.336 -0.833
H 1.565 -2.296 0.610
H 2.218 -0.695 1.132
H 1.176 1.230 0.388
H -0.292 1.106 -0.522
H 1.302 1.125 -1.233
H -2.710 0.768 -0.098
H -1.544 -0.025 0.714
H 0.752 2.019 3.408
H 1.883 2.505 2.534
O 1.043 2.035 2.493


Entry from OMol25: a molecular structure, C68H58N4O3PRuS3 at a distorted geometry (wB97M-V/def2-TZVPD).

Values from the calculation:
HOMO energy (spin up / spin down): -0.4147 / -0.4295 Eh
Energy above the lowest of the compared OMol25 structures with the same formula, charge and spin: 38.4 kcal per mole
2S+1: 2
Total charge: +2

Geometry (Å):
Ru -0.348 -0.778 0.437
C 5.678 -5.530 -3.179
C 4.706 -4.515 -2.631
C 3.405 -4.873 -2.296
C 2.513 -3.933 -1.791
C 2.940 -2.626 -1.631
C 4.237 -2.238 -1.940
C 5.107 -3.188 -2.443
S 1.841 -1.395 -0.969
O 2.684 -0.382 -0.265
C 1.284 -0.659 -2.507
C 0.538 -1.546 -3.331
C 0.182 -1.174 -4.583
C 0.477 0.137 -5.049
C 0.078 0.551 -6.344
C 0.270 1.837 -6.756
C 0.862 2.774 -5.878
C 1.278 2.394 -4.632
C 1.123 1.053 -4.188
C 1.584 0.620 -2.890
C 2.370 1.625 -2.081
C 3.667 1.999 -2.556
C 4.284 1.329 -3.650
C 5.512 1.715 -4.100
C 6.199 2.790 -3.484
C 5.645 3.432 -2.419
C 4.373 3.048 -1.924
C 3.803 3.708 -0.805
C 2.593 3.325 -0.330
C 1.881 2.283 -0.978
S 0.413 1.733 -0.136
O 0.812 1.390 1.288
C -0.470 3.278 -0.010
C -0.891 3.939 -1.157
C -1.699 5.058 -1.042
C -2.102 5.530 0.207
C -2.969 6.758 0.329
C -1.667 4.847 1.342
C -0.861 3.717 1.245
H 5.261 -6.536 -3.155
H 6.606 -5.532 -2.605
H 5.937 -5.297 -4.214
H 3.085 -5.902 -2.424
H 1.501 -4.222 -1.524
H 4.553 -1.214 -1.768
H 6.123 -2.899 -2.691
H 0.291 -2.532 -2.953
H -0.347 -1.859 -5.237
H -0.395 -0.173 -6.999
H -0.032 2.145 -7.749
H 0.995 3.800 -6.199
H 1.737 3.125 -3.976
H 3.778 0.494 -4.122
H 5.967 1.195 -4.935
H 7.169 3.094 -3.858
H 6.170 4.244 -1.929
H 4.354 4.510 -0.327
H 2.166 3.799 0.546
H -0.567 3.608 -2.140
H -2.014 5.582 -1.938
H -3.374 7.061 -0.636
H -2.395 7.598 0.726
H -3.803 6.588 1.012
H -1.956 5.210 2.325
H -0.525 3.180 2.125
C -2.497 0.946 -3.726
C -3.645 0.205 -3.904
C -4.074 -0.613 -2.866
C -3.320 -0.677 -1.707
N -2.158 -0.029 -1.562
C -1.787 0.786 -2.543
C -3.831 -1.401 -0.500
C -4.557 -2.581 -0.628
C -5.040 -3.261 0.482
C -4.776 -2.773 1.752
C -4.058 -1.597 1.903
C -3.608 -0.900 0.786
H -2.129 1.622 -4.489
H -4.216 0.273 -4.823
H -5.012 -1.150 -2.934
H -0.866 1.329 -2.392
H -4.721 -2.992 -1.619
H -5.608 -4.174 0.354
H -5.124 -3.310 2.626
H -3.830 -1.230 2.899
O -1.354 -3.190 -0.930
N -1.113 -2.782 0.427
C -0.862 -3.842 1.080
C -0.520 -3.935 2.511
C -0.692 -5.209 3.053
C -0.408 -5.463 4.382
C 0.093 -4.440 5.173
C 0.293 -3.182 4.628
C -0.030 -2.898 3.301
P 0.425 -1.252 2.614
C -0.121 -0.111 3.943
C -1.159 -0.483 4.805
C -1.562 0.351 5.844
C -0.959 1.593 6.012
C 0.039 1.992 5.132
C 0.457 1.151 4.106
C 2.236 -1.440 2.792
C 2.811 -2.412 1.976
C 4.166 -2.680 2.033
C 4.973 -1.967 2.913
C 4.407 -1.019 3.750
C 3.038 -0.764 3.700
H -2.110 -2.647 -1.197
H -0.949 -4.776 0.534
H -1.052 -6.010 2.415
H -0.555 -6.455 4.790
H 0.350 -4.627 6.208
H 0.731 -2.408 5.247
H -1.626 -1.454 4.701
H -2.336 0.024 6.529
H -1.255 2.237 6.832
H 0.515 2.958 5.256
H 1.232 1.478 3.428
H 2.186 -2.978 1.293
H 4.594 -3.441 1.391
H 6.039 -2.157 2.949
H 5.027 -0.478 4.455
H 2.617 -0.045 4.391
C -5.985 1.346 0.859
N -5.207 1.484 2.091
C -5.740 2.287 3.216
C -4.533 2.378 4.167
N -3.439 1.919 3.292
C -3.907 1.359 2.207
S -2.798 0.681 0.997
H -6.984 0.996 1.108
H -5.517 0.627 0.195
H -6.055 2.312 0.358
H -6.597 1.795 3.667
H -6.057 3.259 2.839
H -4.626 1.704 5.015
H -4.352 3.382 4.536
H -2.528 1.659 3.653


Entry from OMol25: a molecular structure, H15LiO8 at a distorted geometry (wB97M-V/def2-TZVPD).

Values from the calculation:
HOMO energy: -0.3105 Eh
Energy above the lowest of the compared OMol25 structures with the same formula, charge and spin: 16.0 kcal per mole

Geometry (Å):
Li 9.439 1.418 36.501
O 9.622 2.914 35.160
H 10.399 2.722 34.623
O 11.425 0.948 37.688
H 12.052 1.736 37.845
H 11.605 0.154 38.303
O 8.423 4.604 36.859
H 9.175 5.153 37.111
H 8.726 4.104 36.153
O 9.515 -0.342 36.253
H 10.168 -0.735 36.807
H 9.826 -0.852 35.422
O 7.252 -1.516 37.065
H 6.597 -1.087 37.663
H 8.017 -0.999 37.123
O 8.409 1.481 33.194
H 8.795 2.087 33.920
H 7.618 2.059 33.021
O 7.244 1.170 36.256
H 7.061 0.797 37.063
H 6.817 0.593 35.669
O 8.357 2.044 38.475
H 7.709 2.734 38.006
H 8.962 2.417 39.071


Entry from OMol25: C3H9NO in the gas phase at a distorted geometry (wB97M-V/def2-TZVPD).

Values from the calculation:
Structure (SMILES): NCCCO
HOMO energy: -0.3370 Eh
Energy above the lowest of the compared OMol25 structures with the same formula, charge and spin: 79.6 kcal per mole

Geometry (Å):
C -0.910 -0.432 0.597
C 0.521 0.025 0.823
C 0.958 0.652 -0.445
H -0.021 -2.534 0.538
H -0.643 -1.975 -1.022
H -1.487 0.182 -0.329
H -1.414 -0.510 1.641
H 1.130 -0.936 1.005
H 0.431 0.735 1.751
H 2.087 0.913 -0.417
H 0.897 -0.157 -1.256
H 0.365 2.665 -0.307
N -0.817 -2.029 0.084
O 0.120 1.794 -1.006


Entry from OMol25: 14 unconnected molecules or ions with the total composition C23H18BCl52N4O at a distorted geometry (wB97M-V/def2-TZVPD).

Values from the calculation:
HOMO energy: -0.4534 Eh
Total charge: +1

Geometry (Å):
C 2.215 -0.424 0.105
C 1.265 -1.031 -0.295
N 0.110 -1.592 -0.708
C -0.592 -1.579 -1.885
N -0.215 -0.996 -3.009
B 1.033 -0.278 -3.402
C 1.039 1.215 -3.863
O 2.142 -1.048 -3.329
N -1.732 -2.257 -1.738
C -1.729 -2.714 -0.494
N -0.640 -2.368 0.176
C -0.225 -2.709 1.546
C -1.441 -3.219 2.320
C 0.874 -3.807 1.482
C 2.214 -3.428 2.159
C 3.440 -3.513 1.230
H 3.031 0.173 0.454
H -0.919 -1.103 -3.732
H 1.191 1.263 -4.944
H 1.852 1.763 -3.383
H 0.104 1.711 -3.610
H 2.946 -0.517 -3.404
H -2.546 -3.329 -0.150
H 0.142 -1.842 2.084
H -1.172 -3.170 3.374
H -2.334 -2.620 2.147
H -1.639 -4.263 2.080
H 0.480 -4.733 1.895
H 1.075 -3.996 0.427
H 2.127 -2.392 2.487
H 2.362 -4.056 3.034
H 3.939 -2.550 1.134
H 3.171 -3.835 0.224
H 4.183 -4.209 1.613
C -1.746 1.088 2.926
Cl -3.380 0.575 3.331
Cl -1.198 0.198 1.487
Cl -1.717 2.815 2.607
Cl -0.633 0.706 4.240
C 4.927 -3.193 -4.717
Cl 5.024 -3.163 -2.950
Cl 4.629 -1.550 -5.307
Cl 6.438 -3.791 -5.385
Cl 3.594 -4.238 -5.214
C 4.820 2.958 0.330
Cl 6.466 3.427 0.723
Cl 3.866 4.379 -0.075
Cl 4.839 1.835 -1.042
Cl 4.091 2.130 1.718
C -3.674 -6.602 1.030
Cl -3.677 -6.981 2.748
Cl -4.155 -4.905 0.809
Cl -2.040 -6.807 0.376
Cl -4.795 -7.642 0.172
C -7.122 3.220 4.020
Cl -5.374 3.093 3.748
Cl -7.778 4.495 2.994
Cl -7.880 1.679 3.606
Cl -7.430 3.603 5.708
C -0.522 6.335 4.646
Cl -1.401 7.588 5.512
Cl -1.240 6.124 3.038
Cl 1.168 6.810 4.466
Cl -0.621 4.814 5.542
C -5.258 6.940 7.374
Cl -3.679 7.470 7.954
Cl -6.202 8.332 6.848
Cl -5.035 5.829 6.020
Cl -6.118 6.110 8.679
C -2.387 1.894 8.387
Cl -3.535 3.126 8.899
Cl -2.720 0.369 9.208
Cl -2.522 1.614 6.646
Cl -0.746 2.426 8.767
C -1.719 -4.633 -4.628
Cl -0.046 -4.161 -4.297
Cl -2.623 -3.175 -5.054
Cl -1.758 -5.774 -5.963
Cl -2.420 -5.379 -3.185
C 5.239 2.411 -6.318
Cl 5.381 2.182 -4.566
Cl 4.798 4.072 -6.674
Cl 6.771 2.018 -7.086
Cl 3.980 1.316 -6.919
C -2.576 -0.076 -8.281
Cl -2.266 1.610 -8.689
Cl -1.979 -1.123 -9.564
Cl -1.735 -0.479 -6.768
Cl -4.306 -0.330 -8.058
C 1.015 -1.676 7.579
Cl 2.558 -2.208 8.242
Cl 1.215 -0.076 6.854
Cl 0.483 -2.819 6.330
Cl -0.196 -1.605 8.855
C 3.831 4.850 -10.746
Cl 3.061 6.153 -9.833
Cl 2.967 4.599 -12.261
Cl 5.509 5.280 -11.081
Cl 3.790 3.368 -9.783


Entry from OMol25: a molecular structure, C20H15I2NOPdS5Si (wB97M-V/def2-TZVPD).

Values from the calculation:
HOMO energy: -0.2824 Eh

Geometry (Å):
Pd 1.059 -1.307 -0.281
S -4.831 -3.383 3.368
C -3.478 -2.932 2.570
S -3.163 -3.353 0.911
C -1.637 -2.519 0.748
C -1.219 -1.872 1.849
S 0.261 -0.903 1.847
S -2.212 -1.991 3.280
S -0.800 -2.566 -0.774
I 4.960 2.037 0.579
C 4.399 0.988 -1.123
C 5.106 1.165 -2.323
C 4.759 0.498 -3.467
I 5.878 0.830 -5.198
C 3.654 -0.388 -3.463
C 3.181 -1.121 -4.575
C 2.093 -1.936 -4.452
C 1.442 -2.038 -3.212
N 1.861 -1.373 -2.162
C 2.954 -0.553 -2.251
C 3.320 0.123 -1.037
O 2.644 -0.090 0.056
H 5.945 1.847 -2.334
H 3.692 -1.027 -5.523
H 1.716 -2.503 -5.291
H 0.574 -2.671 -3.084
C -0.470 1.482 -0.473
Si -0.573 1.162 1.350
C 0.498 2.345 2.292
C -2.327 1.076 1.944
C -2.695 1.477 3.229
C -3.994 1.308 3.685
C -4.944 0.720 2.864
C -4.600 0.320 1.580
C -3.305 0.504 1.121
H -0.964 2.446 -0.647
H -0.980 0.725 -1.069
H 0.564 1.569 -0.808
H 0.262 3.366 1.982
H 1.545 2.155 2.046
H 0.375 2.275 3.373
H -1.955 1.910 3.894
H -4.260 1.615 4.688
H -5.952 0.565 3.226
H -5.339 -0.148 0.941
H -3.045 0.166 0.123


Entry from OMol25: 3 unconnected molecules or ions with the total composition C2H7NO4 at a distorted geometry (wB97M-V/def2-TZVPD).

Values from the calculation:
Structure (SMILES): O=CNC=O.O.O
HOMO energy: -0.3699 Eh
Energy above the lowest of the compared OMol25 structures with the same formula, charge and spin: 27.6 kcal per mole

Geometry (Å):
O 1.533 -0.477 -3.529
C 1.770 -1.180 -2.593
N 1.638 -0.853 -1.246
C 0.838 0.236 -0.761
O -0.030 0.732 -1.401
H 2.093 -2.231 -2.685
H 1.798 -1.599 -0.586
H 1.246 0.461 0.234
H -0.101 1.614 1.482
H -0.531 0.777 2.699
O -0.450 0.754 1.739
H -3.813 0.271 1.803
H -2.667 1.042 2.224
O -3.324 0.454 2.618


Entry from OMol25: 2 unconnected molecules or ions with the total composition C6H6N4S at a distorted geometry (wB97M-V/def2-TZVPD).

Values from the calculation:
HOMO energy (spin up / spin down): -0.3004 / -0.2900 Eh
Energy above the lowest of the compared OMol25 structures with the same formula, charge and spin: 181.3 kcal per mole

Geometry (Å):
C 2.672 1.502 -0.578
C -3.476 -0.871 0.561
C 3.810 0.845 -0.063
C -2.840 0.393 0.528
C 1.596 0.652 -0.314
C -2.582 -1.655 -0.198
N 3.512 -0.310 0.437
N -1.679 0.339 -0.150
N 2.161 -0.429 0.310
N -1.607 -0.863 -0.636
S 1.345 -1.746 0.839
H 2.533 2.410 -1.041
H -4.566 -0.879 0.845
H 4.701 1.228 -0.245
H -3.347 1.261 0.901
H 0.529 0.738 -0.607
H -2.761 -2.615 -0.587


Entry from OMol25: 2 unconnected molecules or ions with the total composition C6H12O (wB97M-V/def2-TZVPD).

Values from the calculation:
Structure (SMILES): CC1=CO[C@@H](C)C1.[H][H]
HOMO energy: -0.2895 Eh
Energy above the lowest of the compared OMol25 structures with the same formula, charge and spin: 63.2 kcal per mole

Geometry (Å):
C -1.681 0.781 -0.384
C -0.738 -0.222 0.212
C -0.247 -1.320 -0.388
O 1.087 -1.500 -0.207
C 1.560 -0.275 0.427
C 2.027 0.762 -0.588
C 0.337 0.216 1.185
H -2.511 0.340 -0.938
H -1.078 1.353 -1.107
H -2.065 1.496 0.346
H -2.429 -1.364 0.405
H -0.740 -2.118 -0.939
H -2.893 -1.657 -0.115
H 2.382 -0.599 1.061
H 2.786 0.370 -1.266
H 2.453 1.614 -0.045
H 1.191 1.141 -1.188
H 0.325 1.290 1.382
H 0.231 -0.309 2.145


Entry from OMol25: 2 unconnected molecules or ions with the total composition C2H8NOPS2 at a distorted geometry (wB97M-V/def2-TZVPD).

Values from the calculation:
Structure (SMILES): CCSS.NP=O
HOMO energy: -0.3342 Eh
Energy above the lowest of the compared OMol25 structures with the same formula, charge and spin: 39.1 kcal per mole

Geometry (Å):
C 1.001 -1.138 3.090
C 0.258 -1.257 1.781
N -0.304 1.205 -3.656
O -2.443 1.951 -4.865
P -1.277 2.524 -4.219
S -0.525 1.440 0.748
S 0.990 -0.067 0.545
H 2.112 -1.056 2.957
H 0.569 -0.393 3.766
H 1.100 -2.129 3.648
H -0.775 -1.133 1.929
H 0.591 -2.151 1.344
H 0.564 1.319 -3.059
H -0.644 0.325 -3.991
H -1.217 0.560 -0.018


Entry from OMol25: a molecular structure, C3H8ClNO at a distorted geometry (wB97M-V/def2-TZVPD).

Values from the calculation:
HOMO energy: -0.3293 Eh
Energy above the lowest of the compared OMol25 structures with the same formula, charge and spin: 71.3 kcal per mole

Geometry (Å):
C 1.199 0.696 -0.953
C 0.432 -0.075 1.239
C -1.377 -0.370 -0.560
N 0.418 -0.368 -0.155
O -1.743 -1.614 -0.210
Cl -2.044 1.013 0.287
H 1.044 0.345 -2.043
H 0.807 1.682 -0.617
H 2.269 0.467 -0.748
H 0.026 0.914 1.539
H -0.027 -0.789 1.760
H 1.571 0.012 1.405
H -1.320 -0.120 -1.575
H -1.255 -1.792 0.631


Entry from OMol25: 2 unconnected molecules or ions with the total composition C27H24F3NO6 at a distorted geometry (wB97M-V/def2-TZVPD).

Values from the calculation:
HOMO energy: -0.2586 Eh
Energy above the lowest of the compared OMol25 structures with the same formula, charge and spin: 19.1 kcal per mole

Geometry (Å):
F 5.736 2.494 1.969
C 5.461 1.314 2.612
F 6.246 0.358 2.032
F 5.894 1.463 3.903
C 4.002 0.986 2.530
C 3.601 -0.315 2.241
C 2.264 -0.580 2.082
C 1.270 0.438 2.207
C -0.080 0.102 1.911
C -1.241 0.901 2.145
C -2.478 0.270 2.497
C -3.636 1.006 2.703
C -3.621 2.407 2.592
C -2.422 3.050 2.240
C -1.260 2.317 2.013
C 1.730 1.716 2.642
C 3.073 2.002 2.746
H 4.341 -1.112 2.181
H 1.938 -1.600 1.893
H -0.231 -0.950 1.655
H -2.459 -0.817 2.611
H -4.557 0.485 2.986
H -4.538 2.980 2.772
H -2.389 4.139 2.173
H -0.353 2.846 1.703
H 1.025 2.492 2.943
H 3.418 2.997 3.038
C -3.529 -4.129 -0.858
C -3.342 -2.661 -0.621
O -2.016 -2.350 -1.102
C -1.716 -1.047 -0.961
C -0.383 -0.618 -1.395
C 0.667 -1.600 -1.737
O 1.828 -1.314 -2.048
O 0.326 -2.911 -1.725
C 1.348 -3.763 -2.289
C 0.775 -5.150 -2.296
C -0.197 0.742 -1.799
C 1.072 1.270 -2.231
C 1.220 2.541 -2.748
C 0.099 3.386 -2.867
N 0.243 4.687 -3.444
O -0.774 5.411 -3.544
O 1.381 5.048 -3.824
C -1.158 2.938 -2.416
C -1.297 1.667 -1.900
O -2.569 -0.304 -0.468
H -4.498 -4.412 -0.434
H -3.519 -4.364 -1.929
H -2.740 -4.707 -0.357
H -4.090 -2.078 -1.179
H -3.411 -2.434 0.455
H 1.592 -3.445 -3.312
H 2.245 -3.723 -1.657
H 1.523 -5.857 -2.661
H 0.473 -5.450 -1.282
H -0.094 -5.221 -2.953
H 1.936 0.615 -2.224
H 2.181 2.904 -3.104
H -2.019 3.594 -2.506
H -2.291 1.348 -1.601